Here is a single CH4N2O2 molecule at a distorted geometry from the OMol25 dataset. Energies are from wB97M-V/def2-TZVPD.

Each line ends with the Löwdin charge.
CARTESIAN COORDINATES (ANGSTROEM)
C -0.54030 -0.22826 -0.93070  0.04
N 0.29865 0.07130 1.23184  -0.14
N 0.55632 0.27868 0.01862  -0.36
O 1.05851 0.49716 2.12880  -0.06
O 1.54877 0.69177 -0.50393  0.03
H -1.18005 -0.87193 -0.36246  0.06
H -0.03320 -0.76812 -1.73728  0.09
H -1.12619 0.75498 -1.32569  0.15
H -0.58251 -0.42560 1.48080  0.19

- energy above the lowest of the compared OMol25 structures with the same formula, charge and spin (kcal per mole) = 113.0
- 2S+1 = 1
- LUMO level (eV) = 0.4
- calculated total energy (a.u.) = -300.3076
- strongest force on any atom (eV/A) = 6.16
- total charge = 0
- HOMO (eV) = -8.573